{"formula": "C8H14N6", "method": "ωB97M-V/def2-TZVPD", "total_charge": 2, "lumo_energy_ev": -7.8206, "e_homo_ha": -0.5992, "smiles": "[H]/N=C(/NC(=[NH2+])CC(C)=[NH2+])n1cccn1", "relative_energy_ev": 0.000, "symbols": ["H", "N", "C", "N", "C", "N", "C", "C", "C", "N", "N", "C", "C", "C", "N", "H", "H", "H", "H", "H", "H", "H", "H", "H", "H", "H", "H", "H"], "positions_angstrom": [[-1.38845, -1.92898, -1.17619], [-0.70863, -1.20519, -1.13779], [-1.10491, -0.10840, -0.64713], [-0.19988, 0.99791, -0.37749], [1.06745, 1.26124, -0.55233], [1.38431, 2.52014, -0.46043], [2.20017, 0.23303, -0.76946], [2.36034, -0.92486, 0.20986], [3.53152, -0.90957, 1.12754], [1.54327, -1.89299, 0.22503], [-2.32891, -0.01549, -0.12487], [-3.14733, 0.97603, 0.41142], [-4.35684, 0.41915, 0.67180], [-4.17299, -0.95248, 0.20277], [-2.97739, -1.19856, -0.18766], [-0.86386, 1.75643, -0.31819], [2.33271, 2.82599, -0.41054], [0.78290, 3.35436, -0.25233], [2.04990, 0.03442, -1.90037], [3.17375, 0.74036, -0.58237], [3.50931, -1.73099, 1.78033], [3.44941, 0.00905, 1.55142], [4.36032, -0.92629, 0.44762], [1.75785, -2.65716, 0.76342], [0.63777, -1.83185, -0.42979], [-2.84616, 2.01674, 0.62606], [-5.22407, 0.89717, 1.05123], [-4.82157, -1.75922, 0.25840]], "atomic_forces_ev_per_a": [[-1.028, -0.388, -0.136], [2.769, 1.165, -0.317], [2.711, -1.916, 0.102], [-3.534, -1.217, -0.624], [0.868, -0.131, 0.858], [0.278, 2.112, 0.430], [-0.161, 1.174, -0.905], [-0.556, -0.476, -0.283], [-1.096, -1.239, -2.988], [-1.873, 1.996, -2.779], [-1.069, 1.202, 0.750], [-0.244, 1.093, 0.441], [1.410, -1.076, -1.292], [-0.307, 1.423, 1.242], [-0.627, -0.271, -0.436], [0.663, 1.034, 0.350], [0.833, -0.253, -0.226], [0.055, -1.561, -0.458], [0.646, -0.553, 1.769], [-0.820, 0.260, -0.855], [0.210, -0.874, 1.022], [0.415, 2.719, 1.937], [1.046, -0.017, -0.011], [0.280, -2.371, 1.775], [0.966, -0.026, 0.599], [0.034, -0.828, -0.336], [-0.481, 0.174, 0.294], [-1.385, -1.157, 0.077]]}

{"formula": "C17H14BrF7N2O9P2", "method": "ωB97M-V/def2-TZVPD", "lumo_energy_ev": -1.1819, "e_homo_ha": -0.3649, "smiles": "C=CO[P@](=O)(OP(O)Br)OC(F)(F)C(F)(F)C(F)(F)F.O=[N+]([O-])c1ccccc1.O=[N+]([O-])c1ccccc1", "symbols": ["C", "C", "O", "P", "O", "O", "P", "O", "Br", "O", "C", "F", "F", "C", "F", "F", "C", "F", "F", "F", "H", "H", "H", "H", "O", "N", "O", "C", "C", "C", "C", "C", "C", "H", "H", "H", "H", "H", "O", "N", "O", "C", "C", "C", "C", "C", "C", "H", "H", "H", "H", "H"], "positions_angstrom": [[3.46389, -3.88178, 0.42231], [2.33751, -3.29470, 1.19640], [2.30460, -1.95217, 1.81285], [1.49762, -0.78646, 0.79728], [0.92903, -1.56899, -0.48734], [2.48634, 0.54232, 0.26542], [4.04360, 0.07195, -0.32502], [4.96086, -0.85392, 0.88359], [3.86799, -1.41643, -2.09282], [0.14528, -0.07339, 1.61574], [-0.94556, -0.99446, 1.90892], [-0.62784, -2.43424, 1.89627], [-1.34396, -0.69546, 3.33891], [-2.23881, -0.54421, 1.00857], [-3.53785, -0.81059, 1.73396], [-2.16348, 0.96352, 0.92400], [-2.26019, -1.07458, -0.53575], [-1.91207, -2.49854, -0.73468], [-3.69686, -0.95050, -0.99226], [-1.50700, -0.15762, -1.47175], [3.37447, -5.04507, 0.16736], [4.42773, -3.30832, 0.08746], [1.37151, -3.96921, 1.38045], [5.93521, -0.57053, 0.76641], [7.17020, 2.30160, 0.83810], [7.32471, 2.63037, 2.02374], [8.42468, 2.73422, 2.58526], [6.12240, 2.91086, 2.81761], [4.85617, 2.76943, 2.23328], [3.71554, 3.01414, 3.00040], [3.84018, 3.40048, 4.33582], [5.10264, 3.55073, 4.91219], [6.25057, 3.30605, 4.15584], [4.74216, 2.46901, 1.19400], [2.72819, 2.90063, 2.55788], [2.94778, 3.58471, 4.93155], [5.19159, 3.85500, 5.95274], [7.22718, 3.42446, 4.62057], [-6.68386, 1.99855, -6.07167], [-7.50925, 1.10847, -5.81830], [-8.64055, 1.03760, -6.31948], [-7.12165, 0.07078, -4.85526], [-5.86574, 0.13286, -4.23591], [-5.51219, -0.84355, -3.30262], [-6.40316, -1.87317, -2.99568], [-7.64909, -1.93842, -3.62179], [-8.01498, -0.96608, -4.55470], [-5.16022, 0.92880, -4.46411], [-4.54237, -0.80032, -2.81157], [-6.12525, -2.62905, -2.26314], [-8.33679, -2.74562, -3.37942], [-8.99088, -1.02916, -5.03157]], "atomic_forces_ev_per_a": [[-3.062, 1.389, 2.408], [2.608, -3.099, -2.386], [-1.096, 1.298, -2.633], [-2.194, -4.108, -5.221], [2.143, 3.395, 5.222], [-0.559, -4.187, 2.226], [2.241, 0.245, 0.295], [-0.489, 1.611, -1.938], [-0.300, 0.541, 1.210], [0.487, -3.179, 0.029], [0.047, 0.011, 3.097], [-1.077, 4.747, -0.223], [1.289, -1.021, -4.494], [-1.676, 2.567, 1.111], [4.648, 0.457, -2.745], [-0.288, -4.898, 0.238], [-1.790, -0.440, -3.593], [-1.000, 5.406, 0.855], [4.815, -0.473, 1.756], [-2.518, -3.687, 3.675], [0.035, 2.969, 0.585], [-2.186, -1.147, 0.978], [2.327, 1.971, -0.240], [-2.164, -0.336, 0.106], [0.209, 0.325, 1.571], [1.226, -0.182, -0.505], [-1.689, -0.166, -0.924], [-0.833, 0.179, 0.538], [0.047, -0.003, 0.116], [0.376, 0.014, 0.140], [0.114, -0.020, -0.059], [-0.032, -0.124, -0.409], [-0.026, -0.026, -0.045], [0.251, 0.112, 0.223], [0.231, 0.020, 0.033], [0.190, -0.031, -0.132], [0.039, -0.068, -0.238], [-0.162, -0.097, -0.315], [-1.237, -1.308, 0.355], [-0.341, 1.001, -0.918], [1.640, 0.118, 0.701], [0.280, -0.688, 0.685], [-0.135, -0.045, -0.026], [-0.273, 0.016, -0.248], [-0.050, 0.104, -0.107], [0.261, 0.318, -0.091], [0.042, 0.035, 0.010], [-0.334, -0.118, -0.079], [-0.404, 0.040, -0.364], [-0.041, 0.154, -0.150], [0.108, 0.196, -0.095], [0.305, 0.212, 0.015]]}

{"formula": "C21H19INO6", "method": "ωB97M-V/def2-TZVPD", "total_charge": 1, "lumo_energy_ev": -4.6971, "e_homo_ha": -0.4406, "symbols": ["O", "C", "O", "C", "C", "C", "N", "C", "C", "C", "C", "C", "I", "H", "H", "H", "H", "H", "H", "H", "H", "H", "H", "H", "C", "C", "C", "O", "C", "C", "C", "O", "H", "H", "H", "H", "C", "C", "C", "O", "C", "C", "C", "O", "H", "H", "H", "H"], "positions_angstrom": [[-2.83228, -0.58535, 3.07092], [-1.85608, -0.18400, 2.53762], [-0.99100, -0.98751, 1.90673], [-1.47707, 1.27378, 2.52379], [-0.29576, 1.62814, 3.17433], [0.10358, 2.94677, 3.18473], [-0.65901, 3.86143, 2.57448], [-1.79843, 3.54714, 1.94098], [-2.26755, 2.23974, 1.88404], [-3.54228, 2.01222, 1.10729], [-4.71554, 1.35430, 1.85618], [-4.87666, 1.80203, 3.30061], [-6.02769, 3.61104, 3.42310], [-0.08979, -0.65815, 2.08897], [0.30809, 0.87511, 3.65678], [1.01244, 3.26520, 3.66354], [-0.33602, 4.82109, 2.58579], [-2.33432, 4.35233, 1.46594], [-3.32367, 1.42756, 0.21760], [-3.88801, 2.99609, 0.80540], [-4.70111, 0.27612, 1.78200], [-5.60764, 1.65982, 1.31702], [-5.45854, 1.06440, 3.83510], [-3.94318, 1.92426, 3.83424], [2.30134, -3.92605, 1.87455], [2.80793, -4.77255, 0.98273], [3.08887, -4.33917, -0.41107], [3.54666, -5.10627, -1.22683], [2.78471, -2.92868, -0.76958], [2.27713, -2.08824, 0.12684], [1.99937, -2.52407, 1.51149], [1.53433, -1.75842, 2.34276], [2.08622, -4.21586, 2.89506], [3.03610, -5.80295, 1.22327], [2.99499, -2.62790, -1.78698], [2.04913, -1.05849, -0.11792], [2.11788, -1.33378, -6.28864], [2.11268, -1.62837, -4.99142], [2.41791, -0.59951, -3.97019], [2.41402, -0.87154, -2.78291], [2.73001, 0.76975, -4.44187], [2.73616, 1.06770, -5.73803], [2.42880, 0.03863, -6.76613], [2.43124, 0.30994, -7.94422], [1.89879, -2.06868, -7.05246], [1.88880, -2.62172, -4.62300], [2.95200, 1.50251, -3.67646], [2.96246, 2.06016, -6.10617]], "atomic_forces_ev_per_a": [[-0.967, -0.012, 0.289], [0.499, -0.378, -0.308], [-0.011, 0.519, 0.420], [0.063, 0.129, -0.020], [-0.165, 0.424, -0.191], [-0.048, -0.642, 0.148], [0.180, -0.087, 0.036], [-0.152, -0.349, 0.023], [0.187, 0.407, 0.037], [-0.135, -0.164, 0.441], [-0.091, 0.408, -0.086], [-0.406, -0.363, -0.208], [0.367, 0.037, 0.069], [0.357, -0.600, -0.600], [0.147, 0.002, 0.106], [0.083, 0.228, 0.038], [-0.155, 0.074, -0.062], [-0.006, 0.162, 0.021], [0.072, 0.010, -0.195], [0.044, 0.118, -0.292], [0.307, -0.240, 0.194], [-0.131, -0.074, -0.143], [-0.118, -0.019, 0.172], [0.085, 0.191, 0.073], [0.025, -0.004, 0.055], [-0.007, -0.001, 0.028], [0.011, -0.015, 0.004], [-0.013, 0.009, 0.007], [0.105, -0.189, 0.044], [-0.072, 0.034, 0.069], [0.080, -0.085, -0.083], [-0.058, 0.265, 0.033], [-0.012, 0.030, 0.003], [0.005, -0.005, -0.031], [-0.033, -0.063, 0.138], [0.013, 0.000, -0.036], [-0.008, -0.035, 0.039], [-0.003, -0.011, -0.019], [0.011, -0.017, 0.004], [-0.072, 0.270, -0.213], [-0.005, 0.027, -0.010], [0.002, 0.014, 0.058], [0.004, -0.003, -0.036], [-0.006, 0.007, 0.004], [0.008, 0.022, -0.025], [0.009, 0.007, 0.020], [0.010, -0.023, 0.018], [0.001, -0.014, -0.038]]}

{"formula": "C4H11NO2S", "method": "ωB97M-V/def2-TZVPD", "lumo_energy_ev": 0.6026, "e_homo_ha": -0.3384, "smiles": "CC(=O)NCCS.O", "relative_energy_ev": 0.729, "symbols": ["C", "C", "O", "N", "C", "C", "S", "H", "H", "H", "H", "H", "H", "H", "H", "H", "O", "H", "H"], "positions_angstrom": [[0.08059, -0.54890, -2.56889], [0.10692, 0.26206, -1.29391], [-0.53559, 1.27639, -1.09694], [1.04241, -0.16880, -0.38362], [1.33344, 0.27192, 0.97888], [0.12154, 0.92480, 1.67105], [0.08153, 0.25118, 3.43751], [-0.63782, -0.04642, -3.21270], [1.05539, -0.49114, -3.05158], [-0.25388, -1.56420, -2.37473], [1.71489, -0.80996, -0.75401], [1.66869, -0.59444, 1.53301], [2.09290, 1.06071, 0.98320], [-0.83923, 0.71892, 1.22893], [0.18068, 1.96924, 1.92913], [-1.06794, -0.43753, 3.37158], [-2.36461, -0.84595, -0.33444], [-1.55986, -1.28734, -0.02577], [-2.22005, 0.05947, -0.03670]], "atomic_forces_ev_per_a": [[-0.552, 0.746, 0.037], [1.247, 0.880, 0.585], [-0.431, -0.125, -0.160], [-0.066, -0.611, -0.178], [-0.841, 1.607, -0.718], [0.023, -1.287, 2.015], [-0.315, 0.035, -0.312], [-0.036, -0.187, -0.087], [0.058, -0.318, 0.037], [0.201, -0.111, -0.112], [0.066, -0.417, -0.030], [0.077, -0.007, 0.104], [0.369, -0.358, -0.115], [0.043, -0.010, -0.101], [0.308, 0.394, -0.867], [0.085, 0.017, -0.074], [0.265, -0.272, 0.393], [-0.290, -0.103, -0.071], [-0.211, 0.128, -0.345]]}

{"formula": "C29H21ClN6OSTi", "method": "ωB97M-V/def2-TZVPD", "total_charge": 1, "lumo_energy_ev": [-4.1563, -3.9280], "e_homo_ha": [-0.3771, -0.3872], "spin_multiplicity": 2, "s2": 1.043, "relative_energy_ev": 0.247, "symbols": ["Ti", "Cl", "C", "C", "C", "C", "O", "C", "C", "N", "C", "C", "C", "C", "C", "C", "C", "C", "N", "C", "C", "H", "H", "H", "H", "H", "H", "H", "H", "H", "H", "S", "C", "N", "N", "C", "C", "C", "C", "C", "C", "N", "N", "C", "C", "C", "C", "C", "C", "H", "H", "H", "H", "H", "H", "H", "H", "H", "H", "H"], "positions_angstrom": [[-0.53757, 1.28944, 0.09249], [-7.73648, 1.83003, 1.71372], [-6.01990, 1.66631, 1.58017], [-5.24287, 1.62542, 2.74801], [-3.87810, 1.49464, 2.68417], [-3.24231, 1.39425, 1.43413], [-1.94790, 1.27265, 1.35826], [-4.02321, 1.44239, 0.25782], [-3.43677, 1.37755, -1.02875], [-2.16849, 1.24466, -1.32335], [-1.82689, 1.15444, -2.70245], [-2.69004, 0.89978, -3.74137], [-2.22441, 0.90007, -5.07166], [-0.91251, 1.13912, -5.36293], [0.01159, 1.34944, -4.31654], [1.39250, 1.55463, -4.52249], [2.21873, 1.71010, -3.44551], [1.67389, 1.65477, -2.15315], [0.38864, 1.46999, -1.92555], [-0.45004, 1.32230, -2.98418], [-5.42699, 1.58209, 0.35165], [-5.73819, 1.70153, 3.70640], [-3.27497, 1.46606, 3.58028], [-4.14799, 1.46768, -1.84517], [-3.73645, 0.69280, -3.57400], [-2.93159, 0.70807, -5.86651], [-0.56251, 1.15019, -6.38641], [1.77994, 1.58357, -5.53286], [3.28022, 1.87207, -3.56162], [2.30060, 1.77993, -1.27936], [-6.03057, 1.62186, -0.54578], [0.96201, 2.86051, 0.99402], [1.81970, 1.48663, 1.71307], [2.75875, 1.87270, 2.58710], [3.57206, 1.01775, 3.14201], [4.04723, -0.25240, 2.70482], [4.37518, -0.48005, 1.37273], [4.88054, -1.71204, 1.00466], [5.07125, -2.70906, 1.95548], [4.76861, -2.46396, 3.28457], [4.25550, -1.23088, 3.66564], [1.57823, 0.19672, 1.52866], [0.57790, -0.13188, 0.73148], [0.27910, -1.51231, 0.75002], [1.02327, -2.42430, 1.50158], [0.66037, -3.75956, 1.48125], [-0.42518, -4.19307, 0.73190], [-1.15628, -3.28344, -0.01928], [-0.80169, -1.94613, -0.01821], [4.08010, 1.42880, 3.91409], [4.23963, 0.30309, 0.63904], [5.13968, -1.89564, -0.02941], [5.46903, -3.66952, 1.65744], [4.92702, -3.22930, 4.03184], [4.00207, -1.03396, 4.69921], [1.86568, -2.08575, 2.08547], [1.23358, -4.47079, 2.06087], [-0.69669, -5.23969, 0.73044], [-1.99827, -3.61522, -0.61103], [-1.36777, -1.24505, -0.62693]], "atomic_forces_ev_per_a": [[-1.248, 1.410, -0.663], [-0.026, 0.003, 0.000], [-0.016, -0.004, -0.162], [0.092, -0.004, 0.059], [-0.095, -0.030, -0.099], [-0.158, 0.031, 0.032], [0.273, -0.169, -0.104], [0.008, 0.023, 0.144], [0.098, 0.025, 0.022], [-0.294, -0.112, 0.049], [-0.063, -0.104, -0.182], [0.203, 0.063, 0.070], [0.015, 0.000, -0.037], [-0.047, -0.014, -0.047], [-0.048, -0.115, 0.169], [0.038, 0.013, 0.055], [0.001, -0.001, -0.003], [-0.074, -0.012, -0.014], [0.094, -0.081, 0.328], [-0.069, 0.112, -0.295], [-0.025, 0.009, 0.141], [0.000, 0.001, 0.014], [0.021, -0.002, -0.003], [0.020, 0.012, -0.038], [-0.019, -0.011, 0.026], [0.008, 0.002, -0.018], [-0.004, -0.002, -0.014], [0.009, 0.003, -0.008], [0.004, 0.002, -0.021], [0.009, -0.003, -0.024], [0.005, -0.001, -0.019], [0.098, -0.183, -0.107], [0.376, 0.621, 0.185], [-0.111, -0.401, 0.126], [0.102, 0.302, 0.023], [-0.003, -0.234, 0.006], [0.053, 0.009, 0.053], [-0.010, 0.036, -0.034], [0.010, -0.047, 0.038], [0.004, -0.010, -0.017], [-0.066, 0.064, -0.083], [-0.277, -0.240, -0.216], [1.199, -0.745, 1.013], [-0.037, -0.292, -0.225], [-0.140, 0.026, -0.110], [0.036, 0.013, 0.028], [-0.029, -0.018, -0.021], [0.002, -0.011, -0.004], [0.077, 0.027, 0.018], [-0.002, 0.039, -0.084], [-0.013, 0.006, -0.003], [0.003, 0.000, -0.006], [0.001, -0.004, 0.004], [0.006, -0.011, 0.001], [-0.005, 0.005, 0.023], [0.012, 0.014, 0.011], [0.002, -0.007, 0.003], [-0.012, -0.005, -0.007], [-0.006, -0.011, -0.003], [0.018, 0.015, 0.030]]}

{"formula": "C5H7NO", "method": "ωB97M-V/def2-TZVPD", "lumo_energy_ev": 0.1097, "e_homo_ha": -0.3432, "relative_energy_ev": 2.999, "symbols": ["C", "C", "C", "C", "N", "C", "O", "H", "H", "H", "H", "H", "H", "H"], "positions_angstrom": [[-1.72361, 0.10215, 0.26844], [-0.39328, 0.21307, -0.47976], [0.60446, 1.15136, 0.14770], [1.78214, 0.74111, 0.53439], [1.52611, -1.12728, -0.05194], [0.26387, -1.16338, -0.54335], [-0.36984, -2.12175, -0.99674], [-2.29825, 1.03104, 0.21900], [-1.54979, -0.15350, 1.31901], [-2.30210, -0.70820, -0.18287], [-0.58454, 0.50019, -1.52335], [0.53814, 2.20986, 0.38782], [2.60329, 1.35371, 1.01887], [1.94350, -2.07890, -0.10626]], "atomic_forces_ev_per_a": [[-0.047, 0.049, 0.043], [0.023, 0.394, 0.042], [0.425, 0.170, 0.262], [-0.405, -2.795, -0.901], [-0.123, 1.342, 0.316], [-0.138, 0.623, 0.114], [1.079, 0.414, 0.460], [0.073, -0.100, 0.020], [-0.023, 0.070, -0.125], [0.067, 0.159, 0.044], [0.012, 0.100, 0.210], [-0.911, 0.133, -0.343], [-0.569, -1.950, -0.725], [0.538, 1.391, 0.585]]}

no.,strongest force on any atom (eV/Å)
1,3.9
2,7.0
3,1.0
4,2.4
5,2.0
6,3.0